Entry 1:
This record from the OMol25 dataset describes a structure of composition C25H44AuN2P2SSi3. The level of theory is ωB97M-V/def2-TZVPD.

XYZ file:
```
78
Properties=species:S:1:pos:R:3:forces:R:3
Au 0.276014 0.668457 -0.251353 -0.17 -0.15 -0.13
C 0.818585 -1.479936 -3.143270 0.23 -0.01 -0.08
Si -0.911042 -1.558646 -2.454552 -0.01 -0.07 0.29
C -1.966376 -0.236789 -3.230591 -0.22 0.20 -0.09
C -1.626766 -3.227383 -2.894810 -0.11 -0.25 -0.13
C -0.941727 -1.451712 -0.562791 0.55 0.30 -0.01
Si -0.116575 -2.874128 0.342348 -0.09 0.20 -0.07
C -1.392563 -4.213161 0.584850 -0.17 -0.29 0.04
C 1.343630 -3.579541 -0.571155 0.27 -0.09 -0.16
C 0.518498 -2.374856 2.027512 0.05 0.11 0.30
Si -2.566723 -0.970398 0.189992 0.19 0.07 -0.01
C -4.015053 -1.918765 -0.475969 -0.24 -0.18 -0.08
C -2.619387 -1.015814 2.054767 -0.01 -0.01 0.30
C -2.811972 0.856732 -0.233885 0.04 0.30 0.01
C -4.047858 1.477961 -0.386076 0.06 0.04 0.00
C -4.110065 2.831804 -0.678791 -0.08 0.01 -0.03
C -2.932757 3.553841 -0.815764 -0.11 0.06 0.00
C -1.730128 2.899805 -0.656635 0.04 -0.25 0.07
N -1.682998 1.589331 -0.364443 -0.02 -0.39 -0.07
H 0.790468 -1.110160 -4.172855 0.03 -0.04 0.09
H 1.289516 -2.466776 -3.143714 -0.02 0.10 -0.02
H 1.449874 -0.795209 -2.572090 -0.14 -0.07 -0.14
H -1.767744 -0.205617 -4.307644 -0.06 -0.02 0.10
H -1.744959 0.757510 -2.834445 0.00 -0.04 -0.11
H -3.037590 -0.437045 -3.091253 0.19 0.09 -0.04
H -1.738381 -3.288308 -3.984714 0.01 -0.04 0.13
H -2.612651 -3.390688 -2.446574 0.13 -0.01 -0.11
H -0.965141 -4.043273 -2.579669 -0.15 0.10 -0.08
H -1.831924 -4.536648 -0.365790 0.06 0.02 0.17
H -2.206093 -3.891284 1.247133 0.14 -0.11 -0.12
H -0.912461 -5.085262 1.048019 -0.12 0.10 -0.06
H 1.061172 -4.076698 -1.504336 0.08 0.06 0.13
H 1.829718 -4.325403 0.070514 -0.03 0.09 -0.11
H 2.081819 -2.804427 -0.814192 -0.14 -0.19 -0.02
H -0.286036 -2.098907 2.717935 0.20 -0.09 -0.11
H 1.199709 -1.522366 1.937191 -0.32 -0.23 0.10
H 1.072808 -3.212226 2.471252 -0.07 0.13 -0.05
H -3.862935 -2.998206 -0.358697 -0.06 0.18 -0.02
H -4.189400 -1.711460 -1.536302 -0.02 -0.05 0.13
H -4.917959 -1.650736 0.085997 0.06 -0.06 -0.10
H -2.690960 -2.036833 2.450656 0.01 0.22 -0.07
H -3.500813 -0.460505 2.396608 0.08 -0.08 0.01
H -1.729191 -0.549558 2.491330 -0.15 0.00 -0.03
H -4.956943 0.893390 -0.287303 0.10 0.05 -0.02
H -5.068121 3.321193 -0.813224 0.06 -0.03 0.02
H -2.941332 4.609550 -1.057599 0.01 -0.09 0.02
H -0.780918 3.401266 -0.791727 -0.01 -0.04 0.00
C 1.187693 0.636740 3.783377 -0.18 -0.17 -0.07
P 0.634804 1.384769 2.213244 0.23 0.58 -0.22
C -0.679866 2.536765 2.739658 0.07 -0.07 0.04
C 2.067511 2.450627 1.785955 0.02 -0.03 0.17
C 2.326425 3.637561 2.466647 0.02 -0.03 -0.03
C 3.413040 4.429829 2.120905 -0.01 -0.03 -0.02
C 4.258684 4.034418 1.094824 -0.02 0.04 0.04
C 4.022064 2.847697 0.417512 0.06 -0.06 -0.05
C 2.934907 2.048415 0.756692 -0.11 -0.03 0.00
P 2.634403 0.478739 -0.123030 -0.48 -0.11 0.08
C 3.466233 -0.795887 0.867193 -0.08 -0.04 -0.06
C 3.592649 0.517701 -1.650101 -0.09 -0.06 0.03
H 1.440704 1.437851 4.477021 0.02 0.01 0.06
H 2.065088 0.014741 3.617587 0.01 0.00 0.02
H 0.397874 0.014247 4.208461 0.04 0.04 -0.01
H -0.484004 2.939639 3.732832 0.00 0.05 0.01
H -1.633382 2.006585 2.758558 0.03 -0.02 0.02
H -0.758105 3.351900 2.022602 0.00 0.02 -0.02
H 1.669508 3.960462 3.266846 0.02 -0.02 -0.03
H 3.595494 5.356723 2.649656 -0.01 -0.02 -0.02
H 5.101058 4.652720 0.813042 -0.02 -0.01 0.01
H 4.689033 2.559005 -0.386296 -0.05 0.03 0.04
H 4.456120 -0.424831 1.131424 0.06 0.00 -0.02
H 3.562862 -1.707243 0.273384 0.01 0.06 0.08
H 2.912802 -1.032410 1.773793 0.19 0.09 -0.07
H 4.653525 0.534638 -1.404112 0.05 0.00 0.01
H 3.319396 1.376878 -2.255154 0.03 0.05 -0.02
H 3.378921 -0.385283 -2.221230 0.06 0.00 0.02
S 1.417977 1.896964 -4.647356 0.00 0.01 0.15
C 1.048617 1.951942 -3.088888 -0.21 -0.01 0.50
N 0.789687 2.026003 -1.928929 0.26 0.21 -0.48
```
Positions in Å, forces in eV/Å.

Spin multiplicity: 1
Highest occupied orbital energy (spin up / spin down) (eV): -10.1 / -10.4
HOMO-LUMO gap (spin up / spin down) (eV): 5.51 / 5.83
Energy above the lowest of the compared OMol25 structures with the same formula, charge and spin (eV): 0.545
Total charge: +1
Strongest force on any atom (eV Å⁻¹): 0.7

***

Entry 2:
This record from the OMol25 dataset describes a structure of composition C39H49ClFHfN6O7S3 in a non-equilibrium geometry. The level of theory is ωB97M-V/def2-TZVPD.

XYZ file:
```
107
Properties=species:S:1:pos:R:3:forces:R:3
Hf -9.248882 -18.186644 8.616298 0.06 2.24 0.05
N -10.388091 -14.682517 5.103271 0.34 -0.43 -0.16
C -11.677760 -15.075275 5.608863 0.01 0.03 1.29
C -11.808677 -16.585478 5.950506 1.41 0.99 -0.45
C -10.847920 -17.167698 6.962275 -0.68 1.29 0.43
O -10.053941 -16.474089 7.697553 -0.46 0.03 -0.90
O -10.875873 -18.411341 7.207566 -0.10 -0.67 -0.32
H -10.360680 -13.742088 4.718754 -0.09 -0.41 -0.04
H -10.050940 -15.374351 4.447992 0.17 0.36 -0.34
H -12.542390 -14.810423 5.005476 -0.09 -0.12 -0.51
H -11.830937 -14.500030 6.538985 -0.04 -0.35 -0.07
H -11.736275 -17.253541 5.084689 -0.16 0.22 -0.06
H -12.798045 -16.643504 6.340480 -0.83 -0.67 0.50
C -6.236326 -17.738232 9.628148 1.04 0.05 0.58
O -7.370148 -18.639227 9.445297 0.51 -0.57 -0.06
C -7.051888 -20.052902 9.430018 1.31 0.12 0.20
C -7.580583 -20.720813 8.185723 0.58 -2.10 0.02
O -8.877977 -20.238594 7.811198 0.03 0.32 0.22
C -9.055785 -20.459859 6.387249 0.09 -0.10 -1.12
H -5.344934 -18.138055 9.142159 -0.36 -0.13 -0.43
H -5.940849 -17.651107 10.688767 -0.76 -0.04 -0.26
H -6.502038 -16.782643 9.200092 -0.18 0.30 -0.01
H -7.345427 -20.529251 10.342752 -0.76 0.02 0.67
H -5.954317 -20.063112 9.467334 -0.24 -0.51 -0.50
H -7.674358 -21.847652 8.305654 0.21 1.28 0.23
H -6.855617 -20.557065 7.395537 -0.22 0.29 -0.29
H -8.722223 -21.489093 6.186588 -0.11 0.38 -0.06
H -8.407296 -19.696180 5.892233 -0.61 -0.88 0.03
H -10.114016 -20.344798 6.065641 0.78 0.02 0.66
S -7.785857 -12.081916 7.963321 0.39 -1.31 1.12
C -7.453588 -12.405433 9.652472 -0.24 0.02 0.14
C -7.201749 -13.727523 9.870387 -0.42 -0.11 -0.71
N -7.285971 -14.524722 8.741232 -0.02 1.13 -0.90
C -7.564404 -13.782314 7.682216 0.47 -0.65 1.08
H -7.557107 -11.647321 10.420331 0.19 0.01 -0.30
H -6.978915 -14.243187 10.805442 -0.12 0.52 -0.12
H -7.556067 -14.233134 6.705426 -0.32 0.13 -0.27
O -3.722949 -20.700931 5.920389 -0.46 0.79 0.14
S -3.867878 -19.365433 6.462247 1.95 -1.70 -0.71
O -3.046241 -19.083598 7.612857 -0.66 0.48 -0.11
N -5.438851 -19.069767 6.760650 -0.71 -0.45 0.90
C -5.918614 -18.089792 6.073773 0.97 0.37 0.09
S -7.485317 -17.470009 6.154897 -1.21 0.38 0.79
C -4.907198 -17.458241 5.189443 0.99 0.51 -1.30
C -5.048737 -16.353517 4.347684 -0.73 -0.32 0.65
C -4.007185 -16.046993 3.490779 0.33 0.80 -1.00
C -2.826273 -16.811062 3.425640 -0.79 -0.07 0.22
C -2.632678 -17.863331 4.327034 0.18 0.08 -0.33
C -3.680202 -18.143935 5.178806 -1.12 0.09 0.88
H -5.996119 -15.787812 4.391156 0.70 -0.24 -0.24
H -4.138536 -15.178223 2.804848 0.23 -0.85 0.56
H -2.113928 -16.636068 2.626637 0.07 0.19 0.29
H -1.707896 -18.450192 4.308360 -0.47 0.19 0.13
F -10.197507 -15.030974 14.176116 0.21 -0.58 -2.05
C -9.938792 -15.571490 12.906712 0.12 0.32 1.03
C -10.421048 -14.975112 11.734068 0.22 -0.96 0.59
C -10.184439 -15.656552 10.540109 -0.26 1.52 -0.51
C -9.418124 -16.794006 10.468836 0.89 -1.64 -1.63
C -8.835835 -17.289198 11.619321 0.03 0.24 1.56
C -9.126933 -16.705944 12.870015 -0.02 -0.21 -0.37
H -10.981986 -14.065263 11.723816 -0.21 0.39 0.28
H -10.500433 -15.179709 9.591733 -0.09 -0.35 0.73
H -8.148667 -18.151490 11.584601 -0.54 0.40 0.23
H -8.754530 -17.163265 13.784058 -0.03 0.35 -0.05
C -12.650161 -19.015630 15.068918 1.39 0.76 -0.07
C -13.797860 -19.934746 14.720939 0.03 1.11 0.91
C -13.957198 -20.819576 15.979019 -0.11 0.70 0.77
C -15.065254 -19.029552 14.540839 -0.82 -0.83 0.73
C -13.516336 -20.828112 13.490279 -0.97 -2.17 0.33
O -14.801978 -21.576160 13.439580 0.94 -0.32 -0.34
C -12.275980 -21.773010 13.769608 -0.82 1.11 0.85
C -12.044958 -22.912876 12.815756 0.28 -1.28 0.19
C -13.027813 -24.081278 12.884118 -0.35 0.85 -0.48
C -12.882195 -25.050512 13.863608 -2.04 -0.46 -1.24
C -13.854609 -26.065176 13.966379 -0.08 -1.02 -0.01
C -14.973938 -26.094492 13.123844 0.99 2.07 -0.47
Cl -16.122286 -27.362082 13.159238 -0.16 -0.25 0.21
C -15.154666 -25.040718 12.165727 0.35 -1.29 0.75
C -14.152977 -24.093049 11.994998 0.50 -0.57 0.53
C -13.502195 -20.052576 12.143835 0.24 1.77 0.43
N -12.262068 -20.020862 11.294374 0.71 0.07 -1.97
C -11.309697 -19.083318 11.045747 -0.40 -0.42 0.76
N -10.590433 -19.398992 9.955114 -1.23 -0.87 0.05
C -11.227491 -20.545290 9.484020 -0.19 0.21 0.31
N -12.215370 -20.939478 10.231335 0.21 0.70 0.62
H -12.896945 -18.362049 15.933546 0.11 -0.42 -0.58
H -12.305912 -18.364330 14.249042 -0.46 0.13 0.00
H -11.727667 -19.563171 15.312200 -0.31 -0.06 0.27
H -14.250767 -20.171256 16.836259 -0.12 -0.32 -0.66
H -12.969244 -21.194875 16.322872 -0.81 -0.22 -0.35
H -14.730785 -21.579336 15.830359 0.43 -0.05 0.22
H -15.447519 -18.654721 15.541038 0.61 -0.58 -1.04
H -15.872294 -19.653807 14.094723 0.42 0.68 0.26
H -14.905735 -18.122987 13.951407 0.15 -0.20 -0.16
H -14.704924 -22.547344 13.338246 0.31 0.87 0.02
H -12.381320 -22.097557 14.832723 0.28 0.02 -1.07
H -11.363504 -21.164384 13.696002 -0.26 0.15 0.25
H -10.996926 -23.268586 12.983527 -0.80 0.10 -0.24
H -12.116397 -22.488733 11.843389 0.26 -0.02 -0.99
H -12.029676 -25.055525 14.479090 0.87 -0.02 0.80
H -13.708804 -26.929214 14.648094 -0.10 0.83 -0.38
H -16.066366 -25.089544 11.572976 0.35 0.21 -0.12
H -14.204609 -23.402162 11.141245 -0.01 -0.09 0.64
H -13.665914 -18.976965 12.453614 0.01 -1.07 -0.81
H -14.330535 -20.410075 11.490370 0.80 0.34 0.53
H -11.070469 -18.185680 11.630119 -0.49 -0.63 -0.06
H -10.965433 -21.017125 8.539527 -0.09 0.04 0.50
```
Positions in Å, forces in eV/Å.

Spin multiplicity: 1
Highest occupied orbital energy (eV): -10.7
HOMO-LUMO gap (eV): 7.95
Energy above the lowest of the compared OMol25 structures with the same formula, charge and spin (eV): 1.010
Total charge: +1
Strongest force on any atom (eV Å⁻¹): 2.7

***

- The highest strongest force on any atom belongs to which entry?
  C39H49ClFHfN6O7S3